No. 1
The following is a quantum chemistry calculation of the molecule C27H28N6O5S, from the Open Molecules 2025 dataset.

Geometry as XYZ:
```
67
Properties=species:S:1:pos:R:3:lowdin_charge:R:1
C -10.878 2.323 -0.327 -0.086
H -10.716 2.656 0.704 0.097
H -10.409 3.031 -1.017 0.097
H -11.949 2.283 -0.526 0.095
O -10.413 1.013 -0.530 -0.122
C -9.073 0.754 -0.351 -0.194
C -8.157 1.728 0.027 -0.011
C -6.813 1.454 0.204 -0.010
C -6.348 0.163 0.000 -0.218
C -7.254 -0.821 -0.379 0.057
C -8.606 -0.557 -0.560 -0.193
O -9.329 -1.652 -0.929 -0.068
C -10.717 -1.575 -1.165 -0.076
H -11.264 -1.269 -0.271 0.094
H -11.012 -2.587 -1.443 0.093
H -10.952 -0.891 -1.983 0.095
H -6.926 -1.836 -0.548 0.128
N -5.012 -0.215 0.152 0.109
C -3.949 0.551 0.530 -0.458
O -4.029 1.734 0.806 0.065
C -2.671 -0.186 0.582 -0.344
C -1.449 0.301 0.978 -0.212
C -0.436 -0.699 0.907 -0.105
C -0.903 -1.926 0.448 -0.524
N -0.151 -3.029 0.281 0.087
C 1.097 -2.900 0.573 -0.125
N 1.673 -1.779 1.058 0.018
C 0.963 -0.568 1.227 -0.341
O 1.545 0.425 1.617 0.077
C 3.102 -1.722 1.250 -0.040
H 3.297 -0.800 1.805 0.120
H 3.445 -2.593 1.815 0.145
C 3.782 -1.685 -0.130 -0.417
O 3.154 -1.967 -1.131 0.075
N 5.089 -1.360 -0.151 -0.052
C 5.890 -0.898 0.962 -0.113
H 6.852 -1.421 0.930 0.132
H 5.412 -1.113 1.914 0.116
C 6.149 0.608 0.803 -0.130
N 6.794 0.868 -0.467 -0.082
C 8.166 0.898 -0.505 -0.292
N 8.787 0.812 0.675 0.106
C 10.103 0.910 0.721 -0.147
C 10.900 1.086 -0.393 -0.086
C 10.264 1.178 -1.626 -0.078
C 8.891 1.086 -1.694 -0.012
H 8.396 1.177 -2.647 0.096
H 10.839 1.325 -2.529 0.106
H 11.973 1.154 -0.308 0.095
H 10.530 0.834 1.713 0.105
C 5.993 0.397 -1.573 -0.120
H 5.037 0.930 -1.553 0.136
H 6.480 0.597 -2.524 0.109
C 5.727 -1.111 -1.430 -0.100
H 6.673 -1.661 -1.470 0.134
H 5.061 -1.465 -2.217 0.123
H 5.198 1.150 0.824 0.132
H 6.802 0.964 1.598 0.112
H 1.737 -3.760 0.440 0.144
S -2.587 -1.880 0.108 1.135
C -1.154 1.683 1.436 -0.011
H -2.060 2.277 1.472 0.067
H -0.684 1.649 2.417 0.093
H -0.438 2.143 0.756 0.097
H -4.836 -1.190 -0.048 0.076
H -6.135 2.235 0.499 0.099
H -8.490 2.739 0.193 0.104
```

Its total energy is -2148.6484 hartree. Its SMILES is COc1ccc(NC(=O)c2sc3ncn(CC(=O)N4CCN(c5ccccn5)CC4)c(=O)c3c2C)cc1OC. The value obtained for the orbital gap is 7.82 eV. Its multiplicity is 1. As for the HOMO energy: -7.7 eV.

=====

No. 2
The following is a quantum chemistry calculation of a cluster of 7 separate species, C18H25F6N5O4 in total, from the Open Molecules 2025 dataset.

Geometry as XYZ:
```
58
Properties=species:S:1:pos:R:3:lowdin_charge:R:1
C 0.474 5.094 -5.737 -0.058
C 0.271 3.755 -6.399 -0.206
O 0.625 2.689 -5.516 0.036
C 1.901 2.352 -5.473 -0.403
O 2.765 2.680 -6.228 0.173
C 2.169 1.345 -4.332 -0.548
F 2.739 0.253 -4.848 0.167
F 3.014 1.874 -3.443 0.168
F 1.064 0.971 -3.698 0.154
H 0.203 5.935 -6.369 0.081
H 1.515 5.183 -5.403 0.084
H -0.085 5.187 -4.802 0.085
H 0.805 3.694 -7.347 0.123
H -0.779 3.591 -6.648 0.127
C -2.154 -1.750 3.154 -0.072
C -1.798 -3.046 3.829 -0.191
O -2.664 -4.090 3.306 0.035
C -2.522 -5.281 3.844 -0.413
O -1.747 -5.588 4.704 0.168
C -3.537 -6.278 3.250 -0.553
F -4.751 -5.722 3.185 0.166
F -3.184 -6.640 2.006 0.161
F -3.601 -7.367 3.999 0.181
H -1.989 -1.815 2.077 0.072
H -1.490 -0.989 3.558 0.065
H -3.206 -1.501 3.277 0.082
H -1.944 -2.995 4.909 0.131
H -0.766 -3.346 3.644 0.122
C -1.641 4.554 1.625 -0.071
C -0.869 4.708 0.405 -0.285
N -0.251 4.840 -0.555 0.133
H -0.980 4.320 2.460 0.084
H -2.370 3.749 1.552 0.083
H -2.173 5.476 1.853 0.083
C 0.844 1.160 -0.381 -0.061
C 0.719 0.555 0.946 -0.262
N 0.619 0.036 1.965 0.142
H 0.445 2.170 -0.363 0.059
H 0.199 0.550 -1.012 0.045
H 1.873 1.053 -0.707 0.072
C -1.625 -1.430 -2.619 -0.056
C -1.817 0.022 -2.709 -0.297
N -1.944 1.163 -2.746 0.143
H -2.342 -1.824 -1.904 0.081
H -0.586 -1.636 -2.375 0.070
H -1.847 -1.841 -3.604 0.084
C 2.880 -0.131 4.563 -0.081
C 2.901 0.552 5.871 -0.287
N 2.922 1.127 6.865 0.118
H 2.349 0.530 3.887 0.048
H 2.442 -1.119 4.667 0.072
H 3.929 -0.253 4.290 0.080
C 2.556 -3.007 1.343 -0.056
C 2.404 -2.235 0.114 -0.266
N 2.266 -1.637 -0.851 0.153
H 3.087 -3.929 1.107 0.086
H 1.557 -3.239 1.711 0.075
H 3.122 -2.482 2.106 0.073
```

Its total energy is -1874.8062 hartree. Its SMILES is CCOC(=O)C(F)(F)F.CCOC(=O)C(F)(F)F.CC#N.CC#N.CC#N.CC#N.CC#N. The value obtained for the orbital gap is 11.33 eV. Its multiplicity is 1. As for the HOMO energy: -11.2 eV.

=====

No. 3
The following is a quantum chemistry calculation of a cluster of 2 separate species, C4H12 in total, from the Open Molecules 2025 dataset.

Geometry as XYZ:
```
16
Properties=species:S:1:pos:R:3:lowdin_charge:R:1
C -1.541 -1.260 -1.907 -0.134
C -0.063 -1.067 -1.227 -0.146
H -1.963 -0.260 -2.146 0.058
H -1.567 -1.974 -2.699 0.034
H -2.319 -1.551 -1.150 0.059
H 0.534 -0.499 -1.974 0.065
H 0.472 -1.966 -0.827 0.068
H -0.002 -0.560 -0.246 0.002
C 1.249 1.341 0.951 -0.176
C 0.382 1.006 2.139 -0.184
H 0.669 1.959 0.256 0.073
H 2.189 1.750 1.281 0.057
H 1.401 0.376 0.376 0.049
H 0.871 0.987 3.135 0.073
H -0.480 1.624 2.310 0.053
H 0.030 -0.006 1.953 0.049
```

Its total energy is -159.5494 hartree. Its SMILES is CC.CC. The value obtained for the orbital gap is 12.55 eV. Its multiplicity is 1. As for the HOMO energy: -11.4 eV.

=====

No. 4
The following is a quantum chemistry calculation of a cluster of 2 separate species, C2H2ClN2 in total, from the Open Molecules 2025 dataset.

Geometry as XYZ:
```
7
Properties=species:S:1:pos:R:3:lowdin_charge:R:1
C 0.274 -0.151 -0.384 0.180
C 0.065 0.736 0.572 -0.423
N -1.250 -3.119 -0.143 0.153
N -1.095 -2.074 0.024 0.061
Cl 0.965 2.186 0.007 0.764
H 0.422 -0.706 -1.356 0.137
H -0.200 0.701 1.647 0.129
```

Its total energy is -646.7033 hartree. As for the net charge: +1. The value obtained for the orbital gap is 8.77 eV. Its multiplicity is 1. As for the HOMO energy: -16.7 eV.

=====

No. 5
The following is a quantum chemistry calculation of a cluster of 2 separate species, CH2N2O2S in total, from the Open Molecules 2025 dataset.

Geometry as XYZ:
```
8
Properties=species:S:1:pos:R:3:lowdin_charge:R:1
C -2.094 1.354 0.504 -0.103
N -2.731 2.036 -0.148 0.052
N 0.385 -0.735 0.400 -0.163
O 2.407 -1.720 -0.838 -0.275
O 1.681 0.620 -1.250 -0.257
S 1.518 -0.628 -0.596 0.694
H -1.480 0.709 1.076 0.010
H 0.313 -1.635 0.852 0.041
```

Its total energy is -697.4008 hartree. Its SMILES is N=S(=O)=O.C#N. The value obtained for the orbital gap is 11.71 eV. Its multiplicity is 1. As for the HOMO energy: -12.3 eV.

=====

No. 6
The following is a quantum chemistry calculation of a structure of composition C38H62Cl2KN6O2S2Si3, from the Open Molecules 2025 dataset.

Geometry as XYZ:
```
116
Properties=species:S:1:pos:R:3:lowdin_charge:R:1
K 0.467 -0.160 0.787 0.583
C -5.101 0.361 -3.259 -0.073
C -4.037 0.767 -4.270 -0.216
N -2.762 1.103 -3.629 -0.109
C -2.635 2.438 -3.036 -0.229
C -1.612 3.313 -3.753 -0.079
C -1.930 0.121 -3.262 -0.453
S -0.463 0.379 -2.262 1.075
N -2.167 -1.140 -3.696 0.164
C -1.213 -1.876 -3.192 -0.390
O -0.294 -1.325 -2.492 -0.227
C -1.120 -3.337 -3.328 -0.129
C 0.021 -3.991 -2.880 -0.014
C 0.096 -5.373 -2.992 -0.064
C -0.956 -6.088 -3.550 -0.089
C -2.089 -5.424 -4.008 -0.088
C -2.171 -4.045 -3.898 -0.027
H -6.053 0.171 -3.759 0.071
H -5.254 1.146 -2.513 0.071
H -4.792 -0.549 -2.740 0.071
H -4.357 1.642 -4.838 0.114
H -3.862 -0.043 -4.970 0.104
H -2.389 2.349 -1.979 0.071
H -3.617 2.905 -3.096 0.116
H -0.613 2.881 -3.681 0.053
H -1.590 4.305 -3.297 0.072
H -1.870 3.419 -4.810 0.073
H 0.837 -3.413 -2.449 0.097
H 0.985 -5.883 -2.652 0.098
H -0.893 -7.166 -3.632 0.098
H -2.908 -5.981 -4.446 0.097
H -3.045 -3.504 -4.243 0.110
C -2.798 1.865 0.607 -0.182
Si -2.124 1.672 2.359 0.391
C -0.783 2.984 2.511 -0.188
C -3.511 2.267 3.492 -0.189
C -1.586 -0.019 2.749 -0.398
C -0.449 -0.083 3.672 -0.409
C -0.520 -0.666 4.971 -0.057
C 0.577 -0.681 5.802 -0.094
C 1.777 -0.106 5.374 -0.103
C 1.789 0.454 4.111 -0.168
N 0.738 0.466 3.276 -0.012
Si -2.713 -1.431 2.611 0.397
C -4.469 -1.251 3.294 -0.200
C -3.042 -1.853 0.795 -0.180
C -1.994 -2.996 3.384 -0.183
H -3.246 2.856 0.453 0.035
H -3.556 1.106 0.371 0.018
H -1.970 1.742 -0.104 -0.009
H -1.197 3.973 2.271 0.028
H 0.059 2.785 1.842 0.010
H -0.382 3.012 3.533 0.035
H -3.764 3.322 3.317 0.019
H -3.212 2.153 4.543 0.028
H -4.418 1.666 3.341 0.008
H -1.471 -1.060 5.309 0.094
H 0.503 -1.115 6.795 0.095
H 2.664 -0.098 5.995 0.086
H 2.699 0.909 3.722 0.057
H -5.048 -0.549 2.677 0.017
H -4.467 -0.863 4.321 0.023
H -4.994 -2.215 3.288 0.020
H -3.465 -0.984 0.273 0.007
H -3.762 -2.679 0.703 0.030
H -2.126 -2.142 0.268 -0.013
H -2.197 -3.062 4.458 0.023
H -0.904 -3.026 3.256 0.008
H -2.428 -3.887 2.909 0.028
O 1.198 0.336 -1.375 -0.727
N 1.899 -0.889 -1.159 -0.345
Cl 1.737 -4.618 2.641 0.516
C 0.598 -4.668 1.275 -0.961
Cl 0.503 -3.125 0.423 0.630
H -0.376 -4.924 1.665 0.012
H 0.957 -5.406 0.571 0.018
C 4.032 -1.441 0.834 -0.187
Si 3.531 -1.182 -0.982 0.335
C 4.856 -0.027 -1.662 -0.186
C 3.839 -2.879 -1.792 -0.228
C 3.852 -4.063 -1.040 -0.110
C 4.106 -5.301 -1.626 -0.114
C 4.346 -5.387 -2.993 -0.126
C 4.324 -4.229 -3.765 -0.111
C 4.079 -2.998 -3.167 -0.103
H 4.928 -2.070 0.963 0.028
H 3.217 -1.905 1.405 -0.001
H 4.245 -0.466 1.290 -0.026
H 5.853 -0.479 -1.575 0.025
H 4.846 0.905 -1.084 -0.019
H 4.687 0.228 -2.718 0.017
H 3.689 -4.009 0.037 0.078
H 4.129 -6.197 -1.013 0.091
H 4.548 -6.348 -3.455 0.088
H 4.510 -4.288 -4.833 0.090
H 4.074 -2.103 -3.787 0.097
C 2.017 6.368 -1.215 -0.089
C 1.592 5.072 -0.535 -0.235
N 2.726 4.262 -0.092 0.003
C 2.850 3.700 1.136 -0.867
S 3.675 2.272 1.362 0.693
N 2.196 4.343 2.159 -0.028
C 2.403 5.764 2.445 -0.245
C 1.206 6.344 3.178 -0.087
H 1.141 6.952 -1.510 0.072
H 2.603 6.158 -2.113 0.072
H 2.634 6.977 -0.550 0.061
H 0.999 4.475 -1.232 0.115
H 0.958 5.267 0.325 0.100
H 3.179 3.704 -0.798 0.117
H 2.206 3.759 2.981 0.104
H 2.568 6.290 1.510 0.086
H 3.310 5.894 3.042 0.117
H 0.302 6.256 2.572 0.065
H 1.374 7.398 3.413 0.070
H 1.032 5.811 4.116 0.075
```

Its total energy is -5149.4226 hartree. As for the net charge: -1. The value obtained for the orbital gap is 5.23 eV. Its multiplicity is 1. As for the HOMO energy: -3.2 eV.

=====

No. 7
The following is a quantum chemistry calculation of the molecule C3H5Cl3OSi, from the Open Molecules 2025 dataset.

Geometry as XYZ:
```
13
Properties=species:S:1:pos:R:3:lowdin_charge:R:1
C 1.063 0.774 -0.487 -0.037
C 0.520 -0.396 -0.234 -0.148
C -0.759 -0.909 0.834 -0.454
O -1.786 -1.483 0.008 -0.125
Si 0.112 -2.161 1.987 -0.662
Cl 1.556 -1.225 3.114 0.309
Cl 0.958 -3.616 0.853 0.343
Cl -1.171 -3.082 3.233 0.337
H 1.776 0.965 -1.315 0.074
H 0.925 1.710 0.056 0.064
H 0.646 -1.308 -0.781 0.058
H -0.987 -0.075 1.507 0.090
H -2.438 -0.708 -0.219 0.150
```

Its total energy is -1862.5496 hartree. The value obtained for the orbital gap (spin up / spin down) is 6.27 / 7.44 eV. Its expectation value of S² is 2.01. Its multiplicity is 3. As for the HOMO energy (spin up / spin down): -5.8 / -10.2 eV.

=====

No. 8
The following is a quantum chemistry calculation of a cluster of 2 separate species, C2H5NO2S in total, from the Open Molecules 2025 dataset.

Geometry as XYZ:
```
11
Properties=species:S:1:pos:R:3:lowdin_charge:R:1
C -0.111 -0.961 -0.145 -0.141
C 0.675 1.278 -0.442 -0.344
N 0.553 -1.670 0.704 -0.071
O 3.225 1.299 -0.878 -0.568
O -0.074 -1.543 1.905 -0.106
S 1.930 1.347 -1.536 0.866
H -1.088 -0.482 0.079 0.098
H 0.121 -0.858 -1.225 0.070
H -0.226 1.541 -1.044 0.039
H 0.602 1.053 0.589 0.027
H 0.609 -1.700 2.625 0.129
```

Its total energy is -682.4651 hartree. The value obtained for the orbital gap is 8.55 eV. Its multiplicity is 1. As for the HOMO energy: -9.2 eV.